Entry 1
{
  "formula": "C5H5NO",
  "method": "ωB97M-V with the def2-TZVPD basis set",
  "elements": ["O", "C", "C", "C", "C", "C", "N", "H", "H", "H", "H", "H"],
  "coordinates": [[-0.9266, 0.0624, 3.0292], [-0.9199, 1.0580, 2.4844], [0.7249, 0.0657, -0.0087], [0.4821, -1.3700, -0.3445], [0.2200, -0.3674, -1.4180], [-0.4584, 0.6421, -0.6367], [-1.3229, 1.5587, -0.6920], [-1.2904, 2.1124, 0.1656], [1.6625, 0.5346, 0.2648], [-0.3539, -1.8937, 0.1178], [1.3715, -1.9843, -0.4778], [0.7134, -0.2786, -2.3774]],
  "mulliken_charge": [-0.1422, 0.1029, -0.4073, -0.3100, -0.6372, 0.9228, -0.7596, 0.2934, 0.2460, 0.1854, 0.2505, 0.2553],
  "charge": 0,
  "lumo_ev": 1.0,
  "gap_ev": 10.475
}

***

Entry 2
{
  "formula": "C5H5NO",
  "method": "ωB97M-V with the def2-TZVPD basis set",
  "elements": ["C", "C", "C", "C", "C", "N", "O", "H", "H", "H", "H", "H"],
  "coordinates": [[0.3796, 1.5728, 0.5819], [-0.2452, -0.6744, -0.1685], [-0.9602, 0.8784, -1.0665], [-0.2734, -1.9239, -0.5272], [0.5165, 0.0482, 0.8447], [-0.3378, 1.9079, -0.4086], [-1.5526, 0.7841, -2.0506], [1.0236, 2.2198, 1.2629], [0.3194, -2.5402, 0.2015], [-0.9237, -2.1877, -1.2972], [1.7130, -0.0020, 0.7772], [0.3408, -0.0828, 1.8504]],
  "mulliken_charge": [0.1089, 0.1538, 0.3853, -0.7577, -0.4878, -0.5405, -0.3734, 0.3369, 0.2355, 0.3512, 0.2122, 0.3755],
  "charge": 0,
  "lumo_ev": 0.0,
  "gap_ev": 9.043
}

***

Stability, highest: entry 2

***

Entry 1
{
  "formula": "C5H5NO",
  "method": "ωB97M-V with the def2-TZVPD basis set",
  "elements": ["C", "C", "C", "O", "N", "C", "C", "H", "H", "H", "H", "H"],
  "coordinates": [[-1.9947, -1.0825, 0.1419], [-1.5706, 0.0914, -0.2445], [-0.7470, 1.2111, -0.1682], [-1.0330, 2.3670, 0.0617], [0.7323, 0.8940, -0.1588], [1.1133, -0.3274, -0.7840], [1.2780, -0.0401, 0.7780], [-2.8335, -1.9122, 0.3332], [0.0917, -0.7924, -1.2697], [2.0861, -0.1165, -1.3201], [2.1941, 0.4169, 1.1422], [0.6832, -0.7092, 1.4881]],
  "mulliken_charge": [-0.1286, -0.2184, 0.5221, -0.4846, -0.2457, -0.2858, -0.3845, 0.3146, 0.2207, 0.2167, 0.2640, 0.2095],
  "smiles": "C#CC(=O)N1CC1",
  "charge": 0,
  "lumo_ev": -0.5,
  "gap_ev": 9.038
}

***

Entry 2
{
  "formula": "C5H5NO",
  "method": "ωB97M-V with the def2-TZVPD basis set",
  "elements": ["C", "C", "C", "C", "C", "H", "H", "H", "H", "H", "N", "O"],
  "coordinates": [[-1.3645, 0.0774, -0.0298], [-0.1732, 0.4500, 1.0075], [-0.1617, 0.2898, -1.0206], [0.5905, -0.8835, -0.5907], [0.6590, -0.7807, 0.7268], [-0.3681, 0.9006, 1.9585], [1.2388, 1.4497, -0.1465], [-0.1845, 0.5212, -2.0816], [0.9711, -1.6103, -1.2514], [1.0743, -1.4382, 1.4801], [0.1765, 1.3831, -0.0921], [-2.4581, -0.3590, 0.0397]],
  "mulliken_charge": [0.3465, -0.1852, -0.3068, -0.5200, -0.5114, 0.5208, 0.2750, 0.5007, 0.4487, 0.3834, -0.4557, -0.4961],
  "charge": 0,
  "lumo_ev": 1.0,
  "gap_ev": 10.668
}

***

Entry 3
{
  "formula": "C5H5NO",
  "method": "ωB97M-V with the def2-TZVPD basis set",
  "elements": ["C", "C", "C", "O", "C", "C", "N", "H", "H", "H", "H", "H"],
  "coordinates": [[2.9893, -0.4894, -0.0991], [1.8823, -0.1178, 0.2171], [0.5326, 0.2823, 0.6418], [0.2605, 0.4936, 1.8110], [-0.4789, 0.3845, -0.4736], [-1.6918, -0.4624, -0.3458], [-1.7729, 0.9515, -0.0609], [3.9760, -0.8209, -0.3576], [-0.1014, 0.6385, -1.4577], [-1.7122, -1.1961, 0.4567], [-2.1566, -0.7525, -1.2835], [-1.7269, 1.0887, 0.9518]],
  "mulliken_charge": [0.3003, -0.4507, 0.2191, -0.5365, -0.0990, -0.4362, -0.6239, 0.4035, 0.3857, 0.2484, 0.2565, 0.3330],
  "smiles": "C#CC(=O)[C@H]1CN1",
  "charge": 0,
  "lumo_ev": 0.0,
  "gap_ev": 10.067
}

***

Entry 4
{
  "formula": "C5H5NO",
  "method": "ωB97M-V with the def2-TZVPD basis set",
  "elements": ["C", "C", "C", "C", "C", "N", "O", "H", "H", "H", "H", "H"],
  "coordinates": [[0.0459, -1.6198, 0.1126], [1.5511, 0.7018, -0.0459], [-1.7059, 0.0791, 0.0246], [2.6537, 0.0163, -0.0241], [-2.6711, 0.9803, 0.0049], [-1.0141, -0.9624, -0.0359], [0.6289, 1.4104, 0.0003], [0.1464, -2.5528, -0.3164], [3.7794, 0.3611, -0.0533], [2.7068, -1.0153, 0.3242], [-2.6662, 1.8346, 0.7767], [-3.4548, 0.7667, -0.7677]],
  "mulliken_charge": [-0.3752, 0.8428, 0.6195, -0.9616, -0.7758, -0.1292, -0.3854, 0.1916, 0.2352, 0.2693, 0.2285, 0.2403],
  "charge": 0,
  "lumo_ev": -0.1,
  "gap_ev": 8.058
}

***

Stability, highest: entry 2

***

Entry 1
{
  "formula": "C5H5NO",
  "method": "ωB97M-V with the def2-TZVPD basis set",
  "elements": ["O", "C", "C", "C", "C", "C", "N", "H", "H", "H", "H", "H"],
  "coordinates": [[1.3287, -2.3472, -0.0014], [0.9470, -1.2249, 0.2096], [-0.2501, -0.6430, -0.4967], [-1.1660, 0.2236, 0.3958], [-0.5983, 1.2113, -0.5260], [0.5916, 1.8648, -0.0520], [1.5027, 2.5162, 0.2619], [1.4444, -0.5522, 0.9374], [-0.8067, -1.3616, -1.1002], [-0.8540, 0.2281, 1.4438], [-2.2228, -0.0043, 0.2713], [0.0834, 0.0892, -1.3435]],
  "mulliken_charge": [-0.4475, -0.0132, -0.1586, -0.6333, -0.2585, 0.3426, -0.4169, 0.3257, 0.4513, 0.3486, 0.2205, 0.2394],
  "charge": 0,
  "lumo_ev": -0.4,
  "gap_ev": 9.223
}

***

Entry 2
{
  "formula": "C5H5NO",
  "method": "ωB97M-V with the def2-TZVPD basis set",
  "elements": ["O", "C", "C", "C", "C", "C", "N", "H", "H", "H", "H", "H"],
  "coordinates": [[1.9675, -0.2858, 1.4085], [0.8568, -0.3796, 1.1102], [-0.4554, -0.0067, 0.8179], [-1.0328, 1.1545, 0.0376], [-0.5686, -0.0288, -0.7336], [0.5893, 0.1845, -1.5198], [1.4942, 0.2813, -2.2420], [0.6182, -2.1699, 0.1579], [-1.1876, -0.6680, 1.2712], [-0.5030, 2.0769, -0.0921], [-2.0791, 1.2664, 0.2961], [0.1202, -1.8454, -0.5114]],
  "mulliken_charge": [-0.2480, 0.2721, 0.1418, -0.6011, -0.4957, 0.4732, -0.4815, 0.0952, 0.2544, 0.3203, 0.2463, 0.0231],
  "charge": 0,
  "lumo_ev": [-1.1, -1.1],
  "gap_ev": [7.243, 7.245]
}

***

Stability, highest: entry 1

***

Entry 1
{
  "formula": "C3H4NO3",
  "method": "ωB97M-V with the def2-TZVPD basis set",
  "elements": ["C", "C", "C", "N", "O", "O", "O", "H", "H", "H", "H"],
  "coordinates": [[0.0906, -0.7089, 0.9638], [-2.1968, -1.2028, 0.4240], [1.3306, 1.0566, -0.5868], [0.2520, 0.3356, -0.0364], [-2.4553, -2.2354, 0.9787], [1.0982, -1.1797, 1.5078], [-2.4171, -0.3599, -0.4330], [1.2854, 0.9305, -1.7849], [1.3760, 2.1808, -0.4118], [2.2911, 0.6750, -0.1047], [-0.6547, 0.5082, -0.5169]],
  "mulliken_charge": [-0.3038, 0.5974, -0.7127, 0.0036, -0.4024, -0.5350, -0.5336, 0.1776, 0.1799, 0.2890, 0.2400],
  "charge": -1,
  "lumo_ev": 4.0,
  "gap_ev": 6.694
}

***

Entry 2
{
  "formula": "C3H4NO3",
  "method": "ωB97M-V with the def2-TZVPD basis set",
  "elements": ["C", "C", "C", "N", "O", "O", "O", "H", "H", "H", "H"],
  "coordinates": [[-0.9355, -0.5522, 0.5508], [1.5246, -0.1317, -2.5030], [0.2940, 1.0323, -0.4952], [-0.7711, 0.3427, -0.3960], [1.6293, -1.1385, -1.9653], [1.7625, 0.7083, -3.3338], [1.3770, 1.0035, 0.4347], [-1.5399, -1.5456, 0.3357], [-0.0182, -0.6804, 1.3135], [0.3073, 1.8889, -1.1372], [1.2747, 0.1133, 0.7474]],
  "mulliken_charge": [-0.5906, 0.7450, -0.4007, -0.3661, -0.4151, -0.4712, -0.4959, 0.1367, 0.0966, 0.5647, 0.1966],
  "charge": -1,
  "lumo_ev": [3.7, 3.7],
  "gap_ev": [5.292, 5.292]
}

***

Entry 3
{
  "formula": "C3H4NO3",
  "method": "ωB97M-V with the def2-TZVPD basis set",
  "elements": ["C", "C", "C", "N", "O", "O", "O", "H", "H", "H", "H"],
  "coordinates": [[-0.7673, 0.5952, -0.6345], [-1.4950, 0.7345, 2.0431], [1.2582, -0.5928, -1.5381], [-0.4869, 0.3180, 0.6770], [-2.1415, -0.1930, 2.4453], [-1.1920, 1.8341, 2.4146], [-0.1404, -0.0032, -1.6244], [1.1890, -1.7097, -1.4395], [1.7351, -0.1386, -0.7133], [1.7485, -0.4315, -2.5152], [0.2923, -0.4127, 0.8850]],
  "mulliken_charge": [-0.3833, 0.5296, -0.6796, -0.0488, -0.5976, -0.5865, -0.1473, 0.2156, 0.3390, 0.2147, 0.1442],
  "charge": -1,
  "lumo_ev": 3.6,
  "gap_ev": 7.143
}

***

Stability, highest: entry 1